[1]
ORCA calculation (ωB97M-V/def2-TZVPD) on C8H8N2S2 in the gas phase at a distorted geometry.

## Properties
maximum force: 3.8 eV Å⁻¹
electronic energy: -1215.3943 a.u.
HOMO-LUMO gap (alpha / beta): 7.296 / 7.274 eV
molar mass: 196.3 g/mol
energy relative to the best compared isomer or geometry (same formula, charge and spin): 93.7 kcal/mol
HOMO level (alpha / beta): -6.84 / -6.67 eV

Last column: Mulliken charge in e.
Atoms and positions in Å:
C  0.300  -0.938  3.058  -0.5787
C  -0.338  0.262  2.795  -0.4525
C  0.801  -1.708  2.022  -0.4176
C  -0.475  0.708  1.487  -0.5487
C  0.671  -1.288  0.705  -0.3060
C  0.047  -0.090  0.502  0.7332
C  0.642  -0.327  -3.173  -0.4660
C  -0.702  1.428  -1.966  0.1757
N  0.564  -0.476  -1.778  -0.7404
N  -0.101  0.433  -1.137  0.5164
S  -0.242  1.249  -3.639  -0.1671
S  -1.371  2.861  -1.250  -0.3145
H  0.402  -1.279  4.078  0.3778
H  -0.732  0.856  3.606  0.3638
H  1.295  -2.644  2.228  0.3617
H  -0.968  1.641  1.268  0.2932
H  1.042  -1.865  -0.123  0.4348
H  1.685  -0.265  -3.504  0.3072
H  0.154  -1.163  -3.690  0.2817
H  -2.675  2.606  -1.490  0.1462

[2]
ORCA calculation (ωB97M-V/def2-TZVPD) on a molecular structure, C8H8N4O4 at a distorted geometry.

## Properties
maximum force: 7.7 eV Å⁻¹
electronic energy: -829.6258 a.u.
HOMO-LUMO gap: 8.327 eV
molar mass: 224.2 g/mol
energy relative to the best compared isomer or geometry (same formula, charge and spin): 84.5 kcal/mol
HOMO level: -8.84 eV

Last column: Mulliken charge in e.
Atoms and positions in Å:
C  -1.271  0.373  -0.534  0.4473
C  -2.296  -0.663  -0.371  -0.5748
C  -3.649  -0.161  -0.454  -0.1629
C  -2.958  2.258  -0.545  0.3722
C  3.104  -0.666  1.894  0.4582
C  3.116  0.461  0.929  -0.4802
C  2.668  0.282  -0.314  -0.1247
C  2.024  -1.992  0.146  0.2829
H  -0.733  2.036  -1.148  0.3526
H  -2.016  -1.683  -0.533  0.4398
H  -4.636  -0.678  -0.698  0.3302
H  -4.792  1.530  -0.094  0.2104
H  2.392  -2.614  2.022  0.2150
H  3.600  1.346  1.271  0.4341
H  2.788  1.060  -1.055  0.3776
H  1.672  -1.065  -1.613  0.2309
N  -1.681  1.632  -0.342  -0.2576
N  -3.880  1.255  -0.251  -0.0969
N  2.466  -1.822  1.410  -0.0170
N  2.082  -0.891  -0.721  -0.0682
O  -0.040  0.234  -0.766  -0.5282
O  -3.165  3.409  -0.925  -0.5508
O  3.689  -0.609  2.965  -0.6196
O  1.516  -3.030  -0.273  -0.6702

[3]
ORCA calculation (ωB97M-V/def2-TZVPD) on a molecular structure, C8H8NO2 at a distorted geometry.

## Properties
net charge: +1
maximum force: 5.3 eV Å⁻¹
electronic energy: -514.3413 a.u.
HOMO-LUMO gap (alpha / beta): 5.740 / 7.454 eV
molar mass: 150.2 g/mol
spin multiplicity: 3
energy relative to the best compared isomer or geometry (same formula, charge and spin): 8.7 kcal/mol
HOMO level (alpha / beta): -9.65 / -14.71 eV

Last column: Löwdin spin population.
Atoms and positions in Å:
C  -0.536  -1.384  0.068  0.0293
C  -1.470  -0.404  -0.766  0.1755
C  0.928  -1.119  0.189  0.0073
C  -1.192  1.047  -0.465  0.5339
C  1.338  0.313  -0.465  0.0219
C  0.152  1.307  -0.344  0.3068
C  -2.700  -0.521  -0.176  0.2938
C  2.022  1.417  0.358  0.0150
N  -0.003  -0.858  1.231  0.0316
O  -3.566  -0.711  0.504  0.2321
O  0.906  2.288  0.159  0.2344
H  -0.687  -2.414  -0.220  0.0002
H  -1.487  -0.640  -1.815  0.0672
H  1.603  -1.962  0.316  0.0018
H  -1.995  1.745  -0.461  0.0257
H  1.779  0.280  -1.456  0.0104
H  2.862  1.942  -0.045  0.0014
H  2.125  1.176  1.444  0.0105
H  -0.078  -1.502  1.941  0.0013

[4]
ORCA calculation (ωB97M-V/def2-TZVPD) on a molecular structure, C8H8NO2S at a distorted geometry.

## Properties
net charge: -1
maximum force: 5.8 eV Å⁻¹
electronic energy: -912.9797 a.u.
HOMO-LUMO gap: 7.567 eV
molar mass: 182.2 g/mol
energy relative to the best compared isomer or geometry (same formula, charge and spin): 47.8 kcal/mol
HOMO level: -3.86 eV

Last column: Mulliken charge in e.
Atoms and positions in Å:
C  -1.825  2.271  -1.067  -0.6579
C  -1.812  1.701  0.221  -0.3015
C  -0.810  1.848  -1.954  -0.2928
C  -1.022  0.593  0.517  -0.3257
C  -0.015  0.707  -1.668  -0.8079
C  -0.060  0.054  -0.387  0.9734
C  0.087  -2.700  1.989  -0.4002
C  0.664  -1.571  1.761  -0.3458
N  0.745  -0.947  -0.098  -0.3465
O  3.031  0.133  -0.577  -0.5862
O  2.998  -2.413  -0.369  -0.5815
S  2.413  -1.172  -0.943  0.4687
H  -2.313  3.300  -1.173  0.2315
H  -2.270  2.332  1.004  0.2795
H  -0.647  2.402  -2.925  0.2740
H  -1.011  0.367  1.600  0.2254
H  0.724  0.598  -2.351  0.3991
H  0.302  -3.411  2.790  0.2729
H  -0.499  -3.152  1.156  0.2224
H  1.318  -0.939  2.476  0.2991

[5]
ORCA calculation (ωB97M-V/def2-TZVPD) on a gas-phase ion, C8H8NO4S (charge -1) at a distorted geometry.

## Properties
net charge: -1
maximum force: 4.6 eV Å⁻¹
SMILES: C/C(O)=C(/C([O-])=S)n1c(O)ccc1O
electronic energy: -1063.5694 a.u.
HOMO-LUMO gap: 7.310 eV
molar mass: 214.2 g/mol
energy relative to the best compared isomer or geometry (same formula, charge and spin): 17.5 kcal/mol
HOMO level: -3.93 eV

Last column: Mulliken charge in e.
Atoms and positions in Å:
C  1.003  -1.743  0.936  -1.1282
C  -0.343  -1.634  0.385  1.2051
O  -1.001  -2.784  0.425  -0.6261
C  -0.827  -0.422  -0.129  -1.3523
C  -2.449  -0.413  -0.362  0.8297
O  -3.047  -1.479  -0.382  -0.7494
S  -3.135  1.079  -0.340  -0.4868
N  0.006  0.691  -0.246  0.3555
C  0.223  1.715  0.626  0.4228
O  -0.616  1.861  1.665  -0.5866
C  1.225  2.489  0.132  -0.4747
C  1.652  1.916  -1.059  -0.8189
C  1.103  0.632  -1.147  0.3690
O  1.042  -0.212  -2.210  -0.5899
H  1.016  -2.459  1.823  0.3880
H  1.793  -2.068  0.249  0.2272
H  1.404  -0.745  1.449  0.2235
H  -1.910  -2.610  0.017  0.4453
H  -1.286  1.238  1.332  0.2329
H  1.483  3.425  0.697  0.3378
H  2.554  2.114  -1.615  0.4017
H  0.113  -0.590  -2.247  0.3744

[6]
ORCA calculation (ωB97M-V/def2-TZVPD) on a molecular structure, C8H8NO5 at a distorted geometry.

## Properties
net charge: -1
maximum force: 5.1 eV Å⁻¹
electronic energy: -740.5325 a.u.
HOMO-LUMO gap: 7.478 eV
molar mass: 198.2 g/mol
energy relative to the best compared isomer or geometry (same formula, charge and spin): 32.9 kcal/mol
HOMO level: -4.66 eV

Last column: Mulliken charge in e.
Atoms and positions in Å:
C  0.871  -0.486  3.006  -0.0113
C  -0.239  -0.277  2.486  0.4192
C  2.236  -0.886  3.499  0.1951
C  -1.739  -0.512  0.200  0.6688
C  -0.758  -0.862  -0.623  0.3884
C  -3.160  -0.623  0.135  0.2284
C  1.445  0.460  -0.754  -1.4053
C  0.749  -0.781  -0.416  -0.3181
N  -1.393  0.136  1.982  -0.6858
O  2.745  -1.847  2.896  -0.6982
O  -3.708  -0.649  -0.979  -0.6469
O  2.657  -0.185  4.405  -0.6776
O  -3.846  -0.477  1.333  -0.5346
O  -1.132  -1.480  -1.843  -0.5649
H  1.661  0.661  -1.740  0.4584
H  0.891  1.279  -0.421  0.3713
H  2.429  0.456  -0.339  0.3579
H  1.030  -1.060  0.613  0.0701
H  1.177  -1.502  -1.026  0.3399
H  -3.233  -0.581  2.078  0.4751
H  -1.436  1.101  1.873  0.1985
H  -2.039  -1.489  -2.102  0.3716

[7]
ORCA calculation (ωB97M-V/def2-TZVPD) on C8H8NOPS in the gas phase at a distorted geometry.

## Properties
maximum force: 3.5 eV Å⁻¹
SMILES: CP(O)#C/N=C1/C=CC=CC1=S
electronic energy: -1179.0940 a.u.
HOMO-LUMO gap (alpha / beta): 6.269 / 6.270 eV
molar mass: 197.2 g/mol
energy relative to the best compared isomer or geometry (same formula, charge and spin): 37.7 kcal/mol
HOMO level (alpha / beta): -7.30 / -7.30 eV

Last column: Mulliken charge in e.
Atoms and positions in Å:
C  -4.203  -0.744  0.124  -0.9794
P  -2.918  0.507  0.536  0.3711
O  -2.890  1.502  -0.751  -0.4314
C  -1.476  -0.538  -0.056  0.2956
N  -0.321  -0.595  0.022  0.0686
C  0.997  -0.346  0.065  0.1233
C  2.022  -1.316  0.133  -0.6036
C  3.326  -0.990  0.059  -0.7548
C  3.666  0.362  0.064  -0.3050
C  2.717  1.351  0.059  -0.6638
C  1.363  1.060  0.068  0.4827
S  0.184  2.333  -0.028  -0.5255
H  -4.054  -1.498  -0.734  0.3197
H  -5.315  -0.359  0.030  0.3124
H  -4.352  -1.504  0.937  0.3510
H  -2.035  1.954  -0.694  0.2078
H  1.554  -2.250  0.136  0.4502
H  4.039  -1.713  -0.008  0.4814
H  4.776  0.449  0.084  0.2661
H  2.921  2.337  -0.045  0.5337

[8]
ORCA calculation (ωB97M-V/def2-TZVPD) on C8H8O in the gas phase at a distorted geometry.

## Properties
maximum force: 4.3 eV Å⁻¹
electronic energy: -384.6413 a.u.
HOMO-LUMO gap (alpha / beta): 5.686 / 8.018 eV
molar mass: 120.2 g/mol
energy relative to the best compared isomer or geometry (same formula, charge and spin): 126.8 kcal/mol
HOMO level (alpha / beta): -6.64 / -8.23 eV

Last column: Mulliken charge in e.
Atoms and positions in Å:
C  0.232  -0.767  -0.967  -0.2819
C  -1.163  -0.437  -0.974  0.0290
C  -1.940  -1.139  -1.798  0.2413
C  1.028  -0.199  1.230  -0.9098
C  -0.455  0.070  1.497  -0.3573
C  0.171  1.482  -0.336  -0.8619
C  1.083  0.157  -0.313  -0.1108
C  -1.101  0.770  0.336  -0.4620
O  -2.632  -1.507  -2.642  -0.3747
H  0.662  -1.650  -1.373  0.4373
H  1.811  0.160  1.849  0.3806
H  1.214  -1.276  1.308  0.3609
H  -0.736  -0.881  1.870  0.3709
H  -0.524  0.858  2.286  0.3442
H  0.433  2.402  0.094  0.4314
H  -0.203  1.649  -1.371  0.3158
H  2.120  0.309  -0.694  0.4469

[9]
ORCA calculation (ωB97M-V/def2-TZVPD) on C8H8O2 in the gas phase at a distorted geometry.

## Properties
maximum force: 2.7 eV Å⁻¹
SMILES: CO[C@]12C=C[C@H]1C=CC2=O
electronic energy: -460.0135 a.u.
HOMO-LUMO gap: 9.207 eV
molar mass: 136.2 g/mol
energy relative to the best compared isomer or geometry (same formula, charge and spin): 43.5 kcal/mol
HOMO level: -9.12 eV

Last column: Mulliken charge in e.
Atoms and positions in Å:
C  0.543  -1.676  -1.679  -0.6473
O  1.188  -1.309  -0.446  -0.4518
C  0.623  -0.158  0.249  1.3619
C  0.830  -0.159  1.742  -1.0443
C  -0.512  -0.191  2.030  -0.4568
C  -0.909  -0.191  0.580  -0.3538
C  -1.419  1.128  0.086  -0.4729
C  -0.451  1.924  -0.459  -0.3290
C  0.841  1.238  -0.355  0.1473
O  1.895  1.785  -0.628  -0.6011
H  -0.043  -2.591  -1.540  0.2378
H  -0.136  -0.891  -2.049  0.3055
H  1.342  -1.879  -2.402  0.2653
H  1.740  -0.128  2.337  0.4247
H  -1.067  -0.254  2.973  0.3897
H  -1.439  -1.036  0.221  0.3860
H  -2.454  1.454  0.208  0.4151
H  -0.573  2.934  -0.868  0.4236

[10]
ORCA calculation (ωB97M-V/def2-TZVPD) on 2 unconnected molecules or ions with the total composition C8H8O3 at a distorted geometry.

## Properties
maximum force: 11.3 eV Å⁻¹
electronic energy: -535.1247 a.u.
HOMO-LUMO gap: 7.815 eV
molar mass: 152.1 g/mol
energy relative to the best compared isomer or geometry (same formula, charge and spin): 167.5 kcal/mol
HOMO level: -9.21 eV

Last column: Mulliken charge in e.
Atoms and positions in Å:
C  1.158  -2.521  0.009  -1.0174
C  -0.156  -0.409  0.345  0.2852
C  0.086  -0.251  -0.880  0.2052
C  0.251  1.188  -1.411  0.5494
C  -0.469  2.087  -0.754  -0.6216
C  -0.872  1.813  0.533  -0.3061
C  -0.671  0.602  1.075  -0.1784
C  -1.117  0.497  2.496  -0.2117
H  1.218  -3.563  0.495  0.2673
H  2.125  -2.176  -0.280  0.4416
H  0.779  -2.874  -0.882  0.4257
H  0.467  -0.975  -1.534  0.2176
H  0.461  0.244  -3.316  0.3842
H  -0.360  3.146  -1.210  0.2594
H  -1.573  2.501  0.992  0.4133
H  -0.836  -0.397  3.043  0.4039
O  0.267  -1.670  0.723  -0.4429
O  0.985  1.502  -2.611  -0.5815
O  -1.744  1.257  3.167  -0.4930